# 1
Here is a cluster of 2 separate species, C2H9N6O2S in total at a distorted geometry from OMol25. Energies are from ωB97M-V with the def2-TZVPD basis set.

* max |F|: 5.60 eV/Å
* net charge: +1
* highest occupied orbital energy (alpha / beta): -11.36 / -11.36 eV
* frontier orbital gap (alpha / beta): 4.89 / 4.89 eV
* calculated total energy: -958.42348 hartree

```
20
Properties=species:S:1:pos:R:3:lowdin_charge:R:1
C -1.46 -0.09 -1.27 -0.537
C 2.89 -1.33 -0.16 -0.897
N -2.34 -0.24 -2.36 0.173
N 2.59 -0.83 1.06 0.133
N -0.78 1.60 2.68 -0.085
N -0.31 -0.86 -1.57 0.127
N 1.84 -1.15 -1.13 0.090
N 0.65 -0.68 -0.75 0.176
O -1.60 0.69 -0.43 0.181
O 0.12 0.87 2.03 -0.190
S 4.20 -2.21 -0.49 0.796
H -2.46 -1.20 -2.79 0.144
H -3.01 0.51 -2.36 0.126
H -0.14 0.92 1.01 0.094
H 3.30 -0.91 1.75 0.110
H -0.51 2.31 3.33 0.082
H 1.70 -0.45 1.34 0.072
H -0.28 -1.22 -2.52 0.190
H 2.15 -1.35 -2.04 0.132
H -1.63 1.13 2.91 0.081
```



# 2
Here is a cluster of 2 separate species, C2HO4P in total at a distorted geometry from OMol25. Energies are from ωB97M-V with the def2-TZVPD basis set.

* max |F|: 7.74 eV/Å
* net charge: 0
* highest occupied orbital energy (alpha / beta): -8.93 / -8.93 eV
* frontier orbital gap (alpha / beta): 8.09 / 8.09 eV
* calculated total energy: -719.02760 hartree

```
8
Properties=species:S:1:pos:R:3:lowdin_charge:R:1
C 1.98 2.60 1.34 -0.387
C -1.71 0.86 -0.09 -0.230
O 1.88 3.62 0.83 0.193
O -2.77 1.24 -0.30 0.147
O 1.76 1.55 1.80 0.087
O 0.57 0.22 1.60 -0.521
P -0.49 -0.36 0.73 0.747
H 0.14 -0.24 -0.54 -0.035
```



> Among the records above, which one has the highest net charge?

C2H9N6O2S



> Which formula does entry 1 have?

C2H9N6O2S